1.
This record from OMol25 describes an isolated ion of composition C14H26N8O3P and charge +1 in a non-equilibrium geometry. The level of theory is the ωB97M-V functional and the def2-TZVPD basis.

LUMO   -3.04 eV
Energy above the lowest of the compared OMol25 structures with the same formula, charge and spin   0.00 kJ/mol
Net charge   +1
SMILES   NC[C@H](O)Cn1c(N(CC(N)(N)N)[PH2]=O)nc[n+]1COc1ccccc1
Spin multiplicity   1
Maximum force   3.99 eV Å⁻¹
Frontier orbital gap   8.84 eV

Geometry (Å):
P (4.33364, 0.13315, -1.34887)
O (4.98289, 1.35321, -0.79080)
O (-0.64843, -1.31442, 3.03096)
O (-2.36665, 1.84287, 0.56095)
N (0.96818, 3.33051, -0.20241)
N (0.80737, 0.01407, 1.75363)
N (2.96314, -0.12804, 1.08425)
N (2.76239, -1.65315, -3.52890)
N (2.55281, 0.22577, -1.21464)
N (0.52795, -1.73840, -2.69265)
N (1.14231, -0.35354, -4.65773)
N (0.73999, 0.17435, 0.39807)
C (-4.42111, -1.12705, 3.70867)
C (-0.54135, 0.41281, -0.26079)
C (-2.04496, -1.46835, 2.87681)
C (1.54028, -0.84762, -3.31810)
C (-0.27791, 0.04136, 2.75026)
C (-2.61990, -2.12729, 1.70746)
C (-4.99365, -1.76244, 2.51863)
C (-1.09723, 1.90245, -0.12952)
C (-4.05848, -2.26944, 1.51547)
C (-0.16565, 2.87478, 0.67879)
C (1.83924, 0.48347, -2.47547)
C (2.11134, -0.17403, 2.16527)
C (2.06475, 0.09278, 0.02268)
C (-2.97029, -0.95863, 3.88952)
H (1.03286, 4.34165, -0.07045)
H (0.27646, 0.18725, -4.59349)
H (-2.57513, -0.46988, 4.81742)
H (2.56388, 1.05221, -3.13023)
H (4.62427, -0.09119, -2.72164)
H (-1.30572, -0.23817, 0.26051)
H (-1.15544, 0.65769, 2.41663)
H (-5.07450, -0.72256, 4.51357)
H (-4.41594, -2.76278, 0.57666)
H (0.13119, 0.52826, 3.68118)
H (-1.31869, 2.32014, -1.15408)
H (2.35778, -0.30796, 3.24635)
H (-0.37464, -1.45059, -3.09126)
H (-1.90644, -2.51153, 0.93136)
H (1.80441, 2.91120, 0.22051)
H (-0.59278, 0.13948, -1.33696)
H (2.59443, -2.54560, -3.04990)
H (0.95955, -1.17503, -5.24438)
H (0.17082, 2.49156, 1.67479)
H (4.67166, -1.07076, -0.64946)
H (-3.05473, 2.20879, -0.01957)
H (-6.09638, -1.87403, 2.37106)
H (-0.78769, 3.79162, 0.89278)
H (0.49518, -1.63948, -1.67617)
H (2.89769, -1.88562, -4.51350)
H (0.94728, 1.15622, -2.39328)

---

2.
This record from OMol25 describes C21H29BF4N4RhS as an isolated structure. The level of theory is the ωB97M-V functional and the def2-TZVPD basis.

Expectation value of S²   6.056
LUMO (alpha / beta)   -2.80 / -6.48 eV
Energy above the lowest of the compared OMol25 structures with the same formula, charge and spin   0.00 kJ/mol
Net charge   +1
Spin multiplicity   5
Maximum force   0.42 eV Å⁻¹
Frontier orbital gap (alpha / beta)   6.59 / 5.83 eV

Geometry (Å):
Rh (-0.87470, -1.39343, -0.42584)
S (3.60398, -2.10948, -0.90705)
F (-4.16638, 1.37591, -0.36129)
F (-3.41975, 0.17624, -2.14146)
F (-5.33549, 1.46876, -2.35632)
F (-5.33473, -0.46485, -1.08281)
N (-1.28946, -1.37347, 1.82705)
N (-1.58656, 0.65599, -0.06130)
N (1.18148, -1.03517, -0.51136)
N (-2.89547, -1.95448, -0.44312)
C (1.15829, -3.44155, -0.53906)
C (-1.06451, 0.01287, 2.27364)
C (-2.63516, -1.95343, 2.02048)
C (2.02735, -0.02051, -0.54830)
C (2.67620, 2.31765, -0.48537)
C (4.38543, 0.57544, -0.85548)
C (-0.41931, -5.70721, -0.10637)
C (2.82437, 4.52572, -1.62593)
C (1.87730, -2.28004, -0.65225)
C (3.40636, -0.38892, -0.76842)
C (-1.74754, 1.02555, 1.36770)
C (-0.99548, -4.42906, -0.02411)
C (0.92672, -5.84782, -0.43845)
C (0.88463, 4.06940, -0.13604)
C (1.71747, -4.74304, -0.66051)
C (-0.25201, -3.29620, -0.26148)
C (2.37455, 3.80323, -0.34597)
C (3.14988, 4.35340, 0.86100)
C (-3.56076, -1.65388, 0.85220)
C (4.02511, 1.90648, -0.72085)
C (1.71039, 1.35939, -0.39495)
B (-4.64022, 0.66962, -1.51449)
H (-2.04459, -4.37868, 0.23976)
H (2.57089, 5.58381, -1.55513)
H (-4.48145, -2.22950, 0.94342)
H (0.51619, 3.61052, 0.78551)
H (3.90146, 4.45637, -1.77917)
H (-0.60627, -1.96957, 2.27875)
H (-1.31359, 2.00695, 1.55965)
H (-2.81245, 1.10747, 1.57589)
H (4.79816, 2.65855, -0.79478)
H (2.76098, -4.85731, -0.92588)
H (-3.01732, -2.93252, -0.68031)
H (-1.05298, 1.36043, -0.55591)
H (-3.08531, -1.58008, 2.94448)
H (-2.49976, -3.02969, 2.13193)
H (2.32649, 4.11519, -2.50589)
H (-1.02725, -6.58078, 0.08211)
H (0.01580, 0.16841, 2.25377)
H (5.41700, 0.30216, -1.03082)
H (0.28454, 3.71730, -0.97877)
H (1.35440, -6.83830, -0.51755)
H (2.96285, 5.42329, 0.95927)
H (-3.86195, -0.61047, 0.83312)
H (2.83547, 3.86544, 1.78541)
H (-2.50759, 0.70442, -0.51185)
H (-3.37868, -1.42656, -1.17949)
H (0.69298, 1.64004, -0.20055)
H (4.22606, 4.21494, 0.75303)
H (-1.40598, 0.15236, 3.30387)
H (0.71995, 5.14269, -0.04732)

---

3.
This record from OMol25 describes one molecule with the formula C2H7N3O in a non-equilibrium geometry. The level of theory is the ωB97M-V functional and the def2-TZVPD basis.

LUMO   0.93 eV
Energy above the lowest of the compared OMol25 structures with the same formula, charge and spin   439.29 kJ/mol
SMILES   CN(O)/C=N/N
Spin multiplicity   1
Maximum force   1.91 eV Å⁻¹
Frontier orbital gap   8.95 eV

Geometry (Å):
O (1.76702, -1.10927, 0.12905)
N (-2.58390, -0.17353, 0.06573)
N (-1.33907, 0.43264, -0.34742)
N (0.94743, -0.05593, -0.20930)
C (-0.38041, -0.34760, -0.00882)
C (1.46388, 1.26573, 0.14906)
H (-2.42732, -0.67100, 0.94878)
H (-0.54239, -1.30308, 0.47757)
H (0.83992, 1.93378, -0.42756)
H (1.31574, 1.81031, 1.13958)
H (-3.39084, 0.47229, 0.24045)
H (1.85862, -1.58460, -0.69771)
H (2.53807, 1.28549, -0.11793)

---

4.
This record from OMol25 describes C9H8N4O9Pd as an isolated structure. The level of theory is the ωB97M-V functional and the def2-TZVPD basis.

LUMO   -1.81 eV
Energy above the lowest of the compared OMol25 structures with the same formula, charge and spin   0.00 kJ/mol
Spin multiplicity   1
Maximum force   0.78 eV Å⁻¹
Frontier orbital gap   7.39 eV

Geometry (Å):
Pd (-0.34223, -0.19242, -0.27021)
O (-4.04175, 0.71818, -0.06500)
O (-0.18111, 1.65244, 0.47248)
O (-2.08177, 0.14501, -0.94092)
O (-4.97655, 5.54205, -0.30843)
O (1.08764, 5.54916, 0.35007)
O (-3.39298, 6.97540, -0.03434)
O (1.63009, -0.63641, 0.16762)
O (3.47014, 0.00867, 1.13361)
O (1.58290, 3.55425, 0.97136)
N (0.79574, 4.38324, 0.55760)
N (-3.80811, 5.83788, -0.14683)
N (0.21928, -0.30441, 2.53090)
N (1.57303, -0.01688, 2.38947)
C (-0.61059, 3.98046, 0.28676)
C (-1.50903, 5.01946, 0.14954)
C (-2.83136, 4.73302, -0.07373)
C (2.17421, -0.21706, 1.20145)
C (-2.90201, 1.00810, -0.32554)
C (-2.37442, 2.39199, -0.11340)
C (-1.01788, 2.62263, 0.20375)
C (-3.26970, 3.43161, -0.21276)
C (4.18855, 0.48124, 2.28451)
H (4.11448, -0.23302, 3.10398)
H (5.21850, 0.56452, 1.96656)
H (-1.16957, 6.03932, 0.23109)
H (0.07928, -0.92028, 3.31787)
H (-4.31269, 3.22019, -0.40179)
H (-0.30639, 0.55236, 2.62893)
H (3.82942, 1.46656, 2.58480)
H (2.02859, 0.54564, 3.08410)